P | This record from OMol25 describes a single C3H9NS2 molecule. The level of theory is ωB97M-V/def2-TZVPD.

Structure (ORCA input):
```
! wB97M-V def2-TZVPD RIJCOSX def2/J DEFGRID3
* xyz 0 1
H 0.061 -2.260 -1.668
H 1.248 0.733 -0.558
C 0.196 -1.454 0.565
H 1.222 1.015 1.157
C 0.581 1.005 0.312
H -0.547 -2.207 0.864
S 1.124 -2.071 -0.823
H 0.984 3.497 0.178
N -1.360 -0.084 -0.764
H -1.038 0.079 1.297
H -0.868 -0.231 -1.652
H 0.945 -1.447 1.347
C -0.459 -0.069 0.355
S -0.174 2.710 0.256
H -1.914 0.783 -0.866
*
```

Computed properties:
* LUMO level: 0.0292 Ha
* gap between HOMO and LUMO: 9.78 eV

Q | This record from OMol25 describes 2 unconnected molecules or ions with the total composition C3H9NS2. The level of theory is ωB97M-V/def2-TZVPD.

Structure (ORCA input):
```
! wB97M-V def2-TZVPD RIJCOSX def2/J DEFGRID3
* xyz 0 1
H -0.313 0.936 -1.571
H 0.133 -1.414 0.944
S -1.324 0.533 1.675
C 1.893 1.135 -0.589
N 1.526 0.074 -1.492
H -0.198 -0.831 -2.311
H 2.881 0.894 -0.373
S -2.402 0.267 -0.110
H 1.339 1.208 0.349
H 1.851 2.098 -1.094
H -0.062 -1.377 2.635
H -1.441 -1.975 1.544
C -0.636 -1.218 1.678
H -3.517 -0.332 0.467
C 0.271 0.003 -1.752
*
```

Computed properties:
* LUMO level: 0.0109 Ha
* gap between HOMO and LUMO: 9.67 eV

R | This record from OMol25 describes a single C3H9NS2 molecule. The level of theory is ωB97M-V/def2-TZVPD.

Structure (ORCA input):
```
! wB97M-V def2-TZVPD RIJCOSX def2/J DEFGRID3
* xyz 0 1
C -1.313 0.579 0.654
S -2.505 1.155 -2.060
N 1.109 -0.059 0.703
H -0.315 -1.268 -0.119
H 1.537 0.711 0.206
H 1.341 -2.156 0.855
C 1.917 -1.257 0.637
H -2.194 -0.020 0.874
S -1.814 2.059 -0.363
C -0.186 -0.191 -0.063
H -0.941 1.060 1.556
H -0.031 0.188 -1.080
H 2.619 -1.249 1.489
H -1.783 1.779 -3.042
H 2.559 -1.332 -0.246
*
```

Computed properties:
* LUMO level: 0.0218 Ha
* gap between HOMO and LUMO: 9.08 eV

Sorted by energy, starting with the most stable: P, R, Q.

P | This record from OMol25 describes a single C3H9NS2 molecule. The level of theory is ωB97M-V/def2-TZVPD.

Structure (ORCA input):
```
! wB97M-V def2-TZVPD RIJCOSX def2/J DEFGRID3
* xyz 0 1
H -1.960 1.019 -0.379
C -1.036 0.807 -0.971
S 1.429 -2.255 1.140
H -0.158 1.197 0.815
H -1.482 3.934 -1.382
H -1.120 2.128 -2.758
N -0.892 3.206 -0.933
H -1.329 -0.108 -1.564
H 1.107 0.632 -0.364
S -0.281 -1.182 0.704
C -0.633 2.000 -1.819
C 0.074 0.470 0.008
H 1.878 -1.733 2.257
H 0.500 2.065 -2.162
H 0.015 3.766 -0.750
*
```

Computed properties:
* LUMO level: 0.0239 Ha
* gap between HOMO and LUMO: 9.41 eV

Q | This record from OMol25 describes a single C3H9NS2 molecule. The level of theory is ωB97M-V/def2-TZVPD.

Structure (ORCA input):
```
! wB97M-V def2-TZVPD RIJCOSX def2/J DEFGRID3
* xyz 0 1
S -1.157 -0.652 1.158
H 2.844 -1.446 0.832
H 1.427 -2.246 0.192
C 2.224 -1.537 -0.061
C 0.599 -0.197 -1.336
N 1.766 -0.226 -0.495
H -2.263 -0.393 1.868
C -0.186 1.091 -1.165
H 0.518 1.917 -1.199
H 0.889 -0.221 -2.391
H -0.873 1.165 -2.000
H 2.868 -1.995 -0.816
S -1.008 1.293 0.444
H 1.585 0.313 0.347
H -0.083 -1.056 -1.267
*
```

Computed properties:
* LUMO level: 0.0172 Ha
* gap between HOMO and LUMO: 8.79 eV

Sorted by energy, starting with the most stable: Q, P.